The following is a quantum chemistry calculation of a cluster of 7 separate species, C31H81N6O12P2S in total at a distorted geometry, from the Open Molecules 2025 dataset.

## Properties
- Gap between HOMO and LUMO: 6.3 eV
- Molar mass: 824.03 g/mol
- Energy: -3541.634393 Ha
- Highest occupied orbital energy: -10.5 eV
- Net charge: +1

```
133
C31H81N6O12P2S | the Open Molecules 2025 dataset | ωB97M-V/def2-TZVPD
C -3.060 -0.263 -7.349
C -1.972 0.067 -6.203
O -1.490 1.226 -6.232
O -1.601 -0.905 -5.206
C -1.187 -0.118 -4.064
C -0.983 -1.016 -2.726
C -0.758 0.078 -1.541
S -0.010 -0.689 -0.009
C 0.763 0.743 0.888
C 1.368 0.375 2.315
O 1.529 -0.778 2.749
P -1.697 -1.482 1.081
P -1.313 -3.577 1.578
O -2.312 -4.151 2.586
O 0.277 -3.670 2.182
O -1.356 -4.555 0.168
H -4.067 0.054 -6.890
H -2.792 0.431 -8.226
H -3.049 -1.359 -7.663
H -0.179 0.419 -4.212
H -2.019 0.639 -3.819
H 0.018 -1.579 -2.793
H -1.859 -1.708 -2.515
H 0.024 0.817 -1.947
H -1.743 0.614 -1.355
H 0.069 1.647 0.999
H 1.644 1.105 0.235
H 1.710 1.264 2.967
H -2.797 -1.550 0.136
H 0.200 -4.175 3.037
H -1.885 -5.342 0.441
C 6.621 2.519 5.158
C 6.109 3.810 4.526
C 4.743 4.266 5.080
O 3.631 3.531 4.576
C 3.389 2.303 5.241
N 6.073 3.644 3.067
H 6.103 1.634 4.784
H 7.682 2.383 4.934
H 6.512 2.545 6.246
H 6.835 4.594 4.763
H 4.580 5.300 4.758
H 4.736 4.279 6.176
H 3.624 2.354 6.306
H 3.957 1.501 4.762
H 2.328 2.063 5.132
H 5.821 4.536 2.644
H 5.278 3.043 2.851
C -0.219 3.607 5.941
C -1.663 4.096 5.888
C -2.476 3.749 7.151
O -2.897 2.391 7.221
C -1.915 1.496 7.717
N -2.299 3.569 4.673
H -0.135 2.530 5.776
H 0.376 4.094 5.162
H 0.241 3.842 6.904
H -1.629 5.188 5.811
H -3.398 4.340 7.128
H -1.945 4.040 8.065
H -1.285 1.957 8.482
H -1.302 1.117 6.896
H -2.431 0.642 8.162
H -3.231 3.973 4.592
H -2.480 2.578 4.833
C -1.414 -6.029 -10.775
C -2.730 -5.429 -10.288
C -2.782 -3.892 -10.401
O -2.048 -3.204 -9.390
C -0.659 -3.087 -9.653
N -2.979 -5.880 -8.913
H -0.599 -5.886 -10.063
H -1.522 -7.108 -10.922
H -1.114 -5.593 -11.732
H -3.523 -5.830 -10.928
H -3.824 -3.582 -10.267
H -2.484 -3.550 -11.399
H -0.448 -2.968 -10.719
H -0.126 -3.953 -9.253
H -0.289 -2.204 -9.126
H -3.900 -5.555 -8.624
H -2.341 -5.364 -8.305
C -1.618 -0.284 -16.088
C -2.138 -0.212 -14.655
C -1.440 -1.198 -13.697
O -1.873 -2.549 -13.828
C -1.247 -3.267 -14.880
N -3.593 -0.407 -14.667
H -1.984 -1.161 -16.624
H -1.944 0.593 -16.654
H -0.525 -0.303 -16.108
H -1.932 0.800 -14.289
H -1.696 -0.908 -12.672
H -0.348 -1.131 -13.774
H -0.206 -2.966 -15.024
H -1.811 -3.144 -15.807
H -1.268 -4.328 -14.623
H -3.949 -0.265 -13.724
H -3.764 -1.397 -14.842
C -1.207 7.178 12.240
C -0.426 6.007 11.652
C 0.251 6.334 10.306
O -0.637 6.354 9.192
C -1.346 7.572 9.028
N -1.322 4.847 11.540
H -2.158 7.347 11.731
H -1.440 6.988 13.292
H -0.624 8.102 12.192
H 0.367 5.758 12.365
H 0.971 5.537 10.091
H 0.827 7.265 10.360
H -0.751 8.440 9.322
H -2.280 7.541 9.593
H -1.606 7.671 7.972
H -0.776 4.042 11.236
H -1.948 5.024 10.754
C 4.361 -6.004 6.250
C 3.829 -4.720 5.620
C 2.466 -4.275 6.188
O 1.354 -5.021 5.700
C 1.133 -6.251 6.374
N 3.778 -4.891 4.162
H 3.847 -6.895 5.884
H 5.421 -6.130 6.014
H 4.265 -5.976 7.339
H 4.551 -3.928 5.846
H 2.289 -3.244 5.865
H 2.471 -4.259 7.284
H 1.382 -6.191 7.436
H 1.701 -7.051 5.893
H 0.074 -6.501 6.280
H 3.513 -4.003 3.738
H 2.986 -5.501 3.956
```

Results of the Löwdin charge analysis, in e, for atoms 1 through 99: atom 1 (C): 0.02, atom 2 (C): -0.38, atom 3 (O): 0.04, atom 4 (O): -0.04, atom 5 (C): -0.21, atom 6 (C): -0.18, atom 7 (C): -0.40, atom 8 (S): 0.79, atom 9 (C): -0.33, atom 10 (C): -0.23, atom 11 (O): 0.02, atom 12 (P): 0.68, atom 13 (P): 0.39, atom 14 (O): -0.34, atom 15 (O): -0.22, atom 16 (O): -0.23, atom 17 (H): 0.10, atom 18 (H): 0.10, atom 19 (H): 0.08, atom 20 (H): 0.15, atom 21 (H): 0.15, atom 22 (H): 0.13, atom 23 (H): 0.12, atom 24 (H): 0.12, atom 25 (H): 0.11, atom 26 (H): 0.12, atom 27 (H): 0.13, atom 28 (H): 0.14, atom 29 (H): -0.04, atom 30 (H): 0.09, atom 31 (H): 0.08, atom 32 (C): -0.07, atom 33 (C): -0.43, atom 34 (C): -0.20, atom 35 (O): -0.20, atom 36 (C): -0.11, atom 37 (N): 0.04, atom 38 (H): 0.06, atom 39 (H): 0.08, atom 40 (H): 0.08, atom 41 (H): 0.14, atom 42 (H): 0.12, atom 43 (H): 0.12, atom 44 (H): 0.10, atom 45 (H): 0.07, atom 46 (H): 0.06, atom 47 (H): 0.07, atom 48 (H): 0.06, atom 49 (C): -0.08, atom 50 (C): -0.42, atom 51 (C): -0.20, atom 52 (O): -0.19, atom 53 (C): -0.10, atom 54 (N): 0.03, atom 55 (H): 0.05, atom 56 (H): 0.08, atom 57 (H): 0.08, atom 58 (H): 0.14, atom 59 (H): 0.12, atom 60 (H): 0.11, atom 61 (H): 0.09, atom 62 (H): 0.07, atom 63 (H): 0.09, atom 64 (H): 0.07, atom 65 (H): 0.06, atom 66 (C): -0.07, atom 67 (C): -0.43, atom 68 (C): -0.19, atom 69 (O): -0.21, atom 70 (C): -0.10, atom 71 (N): 0.04, atom 72 (H): 0.06, atom 73 (H): 0.08, atom 74 (H): 0.07, atom 75 (H): 0.14, atom 76 (H): 0.12, atom 77 (H): 0.11, atom 78 (H): 0.09, atom 79 (H): 0.08, atom 80 (H): 0.08, atom 81 (H): 0.07, atom 82 (H): 0.07, atom 83 (C): -0.07, atom 84 (C): -0.43, atom 85 (C): -0.21, atom 86 (O): -0.21, atom 87 (C): -0.10, atom 88 (N): 0.04, atom 89 (H): 0.07, atom 90 (H): 0.08, atom 91 (H): 0.08, atom 92 (H): 0.13, atom 93 (H): 0.12, atom 94 (H): 0.12, atom 95 (H): 0.09, atom 96 (H): 0.08, atom 97 (H): 0.09, atom 98 (H): 0.07, atom 99 (H): 0.07